{
  "formula": "C34H66Br14F3N3O3PS",
  "method": "the ωB97M-V functional and the def2-TZVPD basis",
  "symbols": ["H", "H", "O", "C", "H", "C", "H", "H", "Br", "H", "C", "H", "O", "Br", "C", "H", "C", "C", "H", "Br", "H", "C", "H", "C", "C", "H", "H", "H", "Br", "C", "H", "H", "H", "C", "H", "H", "H", "H", "N", "H", "H", "H", "H", "Br", "C", "H", "C", "Br", "H", "C", "H", "C", "H", "H", "F", "H", "H", "H", "P", "C", "Br", "C", "C", "C", "H", "O", "H", "C", "H", "H", "H", "H", "Br", "C", "Br", "H", "H", "C", "N", "H", "C", "C", "H", "H", "H", "Br", "H", "H", "H", "H", "H", "H", "C", "H", "H", "Br", "Br", "Br", "S", "H", "C", "C", "H", "C", "C", "H", "C", "C", "F", "H", "C", "H", "F", "H", "H", "H", "H", "N", "H", "H", "C", "Br", "H", "C", "H"],
  "xyz": [[2.016, 4.362, -8.569], [-0.428, -1.261, -1.989], [-2.753, -2.339, -1.992], [0.900, 5.388, 4.846], [0.542, 2.611, -10.651], [-2.224, 1.917, 7.896], [-2.397, 7.195, 4.122], [4.029, -2.127, -2.355], [-0.583, 3.547, 3.224], [-1.319, -4.824, -0.148], [-1.401, -1.080, 3.122], [-4.984, -5.444, 4.302], [-0.573, -1.530, 0.067], [-3.319, -3.584, 4.335], [3.616, -2.371, -1.284], [-3.311, -0.480, -2.794], [2.605, -0.393, -6.718], [1.121, 3.893, -8.980], [-1.988, -1.370, 4.095], [0.545, 8.182, -8.240], [-0.163, 3.699, 5.654], [0.003, -0.777, -1.013], [1.857, 0.274, -6.286], [-1.340, 6.387, -7.042], [1.293, 0.755, 0.960], [6.051, -0.159, 1.055], [3.497, -0.387, -6.090], [2.657, -5.173, 1.954], [3.013, 2.313, -10.449], [1.658, -0.729, -1.012], [1.766, 1.180, 3.215], [2.069, -0.279, -8.833], [2.766, -5.347, -1.025], [2.260, 1.317, 2.177], [3.095, 1.045, -8.240], [-5.567, -0.817, -2.483], [-2.172, 2.559, 7.015], [3.904, -3.497, -1.164], [2.115, -2.181, -1.216], [-0.213, -5.534, 1.555], [3.543, -3.838, 3.769], [-1.855, -0.165, 8.452], [-0.536, 8.101, -6.020], [-2.621, -7.209, 4.334], [-3.398, -1.053, -1.780], [-1.055, 0.014, 3.291], [-1.123, -3.795, -0.614], [1.829, -2.179, -6.588], [1.424, 4.089, -11.101], [1.509, -3.112, -0.134], [0.909, 1.741, 0.458], [4.058, -3.661, 2.757], [1.331, 3.246, 4.800], [2.645, 2.381, 1.977], [0.990, 0.345, -3.266], [-2.162, -1.087, 2.236], [-2.968, 0.067, 7.084], [-4.975, -4.593, 5.864], [1.730, -2.753, -2.923], [-0.174, -4.689, 2.329], [-2.277, 5.739, 6.684], [2.883, -0.020, -8.154], [-5.020, -1.208, -1.534], [3.154, -4.225, 1.486], [3.205, 0.629, 2.195], [2.066, -0.129, 0.197], [-1.992, 6.152, -6.200], [-2.602, -3.086, -0.745], [4.394, -2.570, 2.596], [0.797, -4.656, 2.957], [-3.339, -3.991, -0.842], [-5.259, -0.580, -0.602], [4.484, -0.912, -8.817], [1.332, 3.300, -10.352], [2.364, 5.737, 3.606], [-1.017, -4.937, 3.101], [0.333, -2.938, -3.146], [-0.051, -2.877, 0.234], [2.276, -3.119, 1.124], [-2.890, -0.379, -0.996], [-0.924, 7.837, -7.006], [-3.366, 7.368, 4.592], [-3.164, 2.101, 8.419], [3.963, -4.567, 0.740], [-4.588, 6.556, 6.212], [-0.625, 0.151, 6.302], [0.356, 0.361, 1.521], [-4.049, 5.368, 5.003], [-1.730, 8.524, -7.269], [-2.929, -2.522, 0.197], [-1.638, -3.150, 1.787], [2.571, -2.220, 1.504], [-0.467, -3.208, 1.796], [-5.244, -2.331, -1.431], [-0.495, 5.696, -7.046], [-0.835, 2.522, 9.123], [-3.261, 9.092, 5.495], [0.549, 2.536, -7.701], [1.497, -4.950, -0.632], [-0.851, -3.966, -1.713], [0.486, 3.937, 4.808], [-2.071, 0.449, 7.577], [1.293, 5.650, 5.830], [-4.348, -5.054, 5.098], [-3.444, -6.097, 5.708], [0.310, 4.625, -8.999], [1.995, 0.300, -2.198], [-3.770, 6.272, 5.549], [2.016, 1.706, -1.791], [1.934, -4.776, -3.667], [-0.103, -2.014, 2.850], [-4.018, -6.789, 6.327], [3.261, 0.194, -2.856], [2.144, -1.774, -3.921], [-2.633, -5.672, 6.302], [0.107, -2.563, 3.862], [0.093, 6.075, 4.587], [2.623, -4.031, -3.396], [-4.123, 7.499, 3.816], [5.042, -4.292, 2.763], [5.252, -0.822, 0.535], [-2.402, 5.995, -8.630], [0.863, -1.448, 2.600], [4.593, -1.589, -0.327], [-0.456, 0.297, -1.055]],
  "lumo_ev": -2.4,
  "charge": 1,
  "homo_lumo_gap_ha": 0.3331,
  "energy_ev": -1055794.3309,
  "molar_mass_g_mol": 1803.61
}